51
Properties=species:S:1:pos:R:3:lowdin_charge:R:1 method="wB97M-V/def2-TZVPD" gap_ev="7.74 / 7.92" fmax_ev_per_a=1.082 lumo_energy_ev="-12.23 / -11.96" total_charge=+3 energy_ev=-84907.6857
Co 0.53609 -0.61780 -0.15258 0.3446
C 2.33325 -1.89290 0.14475 -0.1713
C 1.26940 -2.64754 0.66319 -0.1254
C 0.92197 -2.52197 2.00542 -0.0264
C 1.62603 -1.63152 2.82659 0.0016
C 2.65016 -0.86189 2.30660 0.0037
C 3.01846 -0.99063 0.96362 -0.0257
H 2.68030 -2.09434 -0.86171 0.1141
H 0.78283 -3.38985 0.04198 0.1208
H 0.12963 -3.13444 2.41913 0.1401
H 1.37834 -1.56088 3.87880 0.1435
H 3.20204 -0.18947 2.95169 0.1414
H 3.86196 -0.43280 0.57390 0.1335
C -1.26375 -2.82813 -1.91680 -0.1819
P -1.14121 -1.07989 -1.56341 0.8946
C -2.66967 -0.49696 -0.84408 -0.1787
C -0.83873 -0.18671 -3.10982 -0.3264
C -0.06754 1.09385 -2.81326 -0.3329
P 1.38631 0.62722 -1.86242 0.8839
C 2.33510 2.07402 -1.39580 -0.1650
C 2.43693 -0.39641 -2.89030 -0.1803
H -2.04957 -2.93178 -2.67329 0.0935
H -1.55994 -3.38850 -1.02941 0.0764
H -0.33108 -3.22622 -2.31757 0.0721
H -3.46281 -0.75197 -1.55412 0.0945
H -2.65155 0.58273 -0.69433 0.0723
H -2.87203 -0.99612 0.10273 0.0639
H -1.79837 0.02050 -3.59257 0.1274
H -0.29434 -0.85750 -3.77799 0.1037
H -0.65103 1.79369 -2.20861 0.1027
H 0.22502 1.62791 -3.72186 0.1277
H 2.51892 2.61661 -2.32953 0.0957
H 3.29278 1.78755 -0.96160 0.0753
H 1.80901 2.72992 -0.71004 0.0489
H 2.63876 0.17853 -3.80032 0.0972
H 1.96953 -1.34162 -3.16299 0.0668
H 3.38626 -0.59299 -2.39162 0.0737
F -2.29298 4.15746 3.80826 0.1907
C -2.89332 2.99294 3.57257 -0.5941
F -3.12743 2.37219 4.72705 0.1898
F -4.05064 3.21269 2.94663 0.1971
C -2.01152 2.12331 2.68591 -0.0257
C -1.16595 2.70138 1.74939 0.0749
C -0.42531 1.87782 0.93541 -0.0679
N -0.47769 0.52955 1.01221 -0.0443
C -1.31361 -0.02082 1.92245 -0.0990
C -2.08034 0.73944 2.77397 0.0736
H -1.07956 3.77662 1.66039 0.1537
H 0.24941 2.29067 0.20593 0.0793
H -1.34685 -1.10158 1.95751 0.1178
H -2.72169 0.25661 3.49993 0.1546



58
Properties=species:S:1:pos:R:3:lowdin_charge:R:1 method="wB97M-V/def2-TZVPD" gap_ev="7.66 / 6.85" fmax_ev_per_a=3.581 lumo_energy_ev="-6.28 / -8.55" total_charge=+2 energy_ev=-96121.4469 spin_multiplicity=5
Co 0.13717 0.48326 -0.96170 0.4778
P -1.71531 1.26725 -0.14020 0.8139
C -2.40043 1.96194 -1.64058 -0.1498
C -1.44259 2.16658 -2.65786 -0.3008
N -0.22904 1.45207 -2.56538 -0.0384
C 0.83674 1.77035 -3.33662 -0.2854
C 0.75682 2.76564 -4.29811 0.0344
C -0.47029 3.41261 -4.49367 0.0119
C -1.57421 3.12353 -3.70341 0.0375
C 2.11674 0.99810 -3.11895 -0.2326
P 1.72601 -0.48590 -2.10714 0.8466
H -2.53845 3.63498 -3.81118 0.1404
H 1.64636 3.03122 -4.84849 0.1369
H -0.55626 4.14599 -5.27005 0.1272
H 2.58512 0.65647 -4.04304 0.1085
H 2.92044 1.55639 -2.61903 0.1181
H -3.24721 -0.23748 -2.22769 -0.0226
H -3.43799 2.27649 -1.78389 0.1139
H -1.85145 -2.35477 -1.60371 0.0826
O -3.24489 -1.16906 -2.34329 -0.0552
H -3.10455 -1.25086 -3.36186 0.1381
H -0.48882 -2.34602 -0.43368 0.0790
O -1.02001 -2.86183 -1.43642 0.0760
H -1.31137 -3.76644 -1.26247 0.1426
C 1.31494 -1.73627 -3.37070 -0.2067
H 2.21307 -1.94602 -3.94889 0.0635
H 0.96703 -2.65495 -2.90493 0.0379
H 0.54692 -1.35069 -4.03840 0.0570
C 3.15098 -1.07011 -1.18715 -0.2136
H 2.86240 -1.86316 -0.48044 0.0612
H 3.88858 -1.46904 -1.89792 0.0706
H 3.58095 -0.23586 -0.61780 0.0691
C -1.31207 2.74624 0.86009 -0.1783
H -2.24712 3.32870 0.81953 0.0719
H -1.04011 2.48960 1.88808 0.0470
H -0.49752 3.28964 0.36249 0.0633
C -2.88844 0.28186 0.83219 -0.1936
H -2.42796 -0.07972 1.76643 0.0579
H -3.70158 0.99143 1.05750 0.0724
H -3.26554 -0.56363 0.23582 0.0485
O 0.07984 -2.38793 0.63604 0.0519
C 0.51707 -1.32989 1.28147 -0.4092
O 0.76491 -0.22369 0.68410 -0.1417
C 0.64204 -1.28752 2.77021 -0.0940
C 0.12233 -0.19913 3.45900 0.0727
C 0.25364 -0.08553 4.85558 -0.1056
C 0.95950 -1.02127 5.60402 0.1251
C 1.44671 -2.14309 4.92949 -0.0821
C 1.28240 -2.29729 3.52084 0.1143
N 2.27972 -3.13437 5.60814 -0.2931
O 2.52820 -3.00043 6.83112 0.1058
O 2.74008 -4.06147 4.89264 0.0724
N -0.25623 1.10305 5.48330 -0.3035
O -0.84803 1.94308 4.76845 0.0548
O -0.06707 1.26344 6.70491 0.1180
H -0.46817 0.55295 2.94246 0.0979
H 1.17387 -0.86087 6.66621 0.1529
H 1.61214 -3.21853 3.05451 0.1350



60
Properties=species:S:1:pos:R:3:lowdin_charge:R:1 method="wB97M-V/def2-TZVPD" gap_ev=5.79 fmax_ev_per_a=6.020 lumo_energy_ev=1.97 total_charge=-1 energy_ev=-61882.0394
C 1.58628 1.24865 0.26923 -0.3039
P 1.08547 2.95468 0.90100 0.9611
O 1.51701 2.97004 2.58828 -0.3391
C -0.83532 3.15291 0.90949 -0.5051
C -1.35202 3.35013 -0.58678 -0.0885
N -1.54975 2.18410 1.76912 0.0731
C -2.18176 1.05422 1.13181 -0.3268
F -2.37670 0.07567 2.19326 0.0026
F -1.39741 0.36515 0.17022 0.0579
C -3.71075 1.31994 0.60781 -0.2832
F -4.17572 2.59508 1.03479 0.0812
F -3.76266 1.32419 -0.82402 0.0471
F -4.61499 0.31520 1.07103 0.0576
C -1.05781 4.60597 1.62514 -0.5734
O -0.08032 5.40502 1.85290 -0.1147
O -2.32340 5.04868 1.99398 -0.2075
H 0.98335 0.91953 -0.64174 0.0305
H 2.70181 1.17626 0.01185 0.0388
H 1.42109 0.50839 1.14433 0.0087
H 0.88990 2.36419 3.04369 0.0285
H -0.85441 4.27301 -1.07140 0.0953
H -2.47753 3.52097 -0.68737 0.0834
H -1.00530 2.45177 -1.22790 0.0728
H -2.13243 2.60559 2.50583 0.1393
O 0.60427 -0.44073 2.71559 0.0997
C 0.90889 -1.58272 2.93287 -0.4584
O 2.19366 -2.02747 3.01596 0.0343
C 2.19341 -3.45102 3.17249 -0.1645
C 0.83006 -3.79015 3.72787 -0.1656
C -0.05056 -2.72871 3.10418 -0.0735
H 2.36963 -3.90947 2.19462 0.1224
H 2.99615 -3.74613 3.85063 0.1243
H 0.51448 -4.81015 3.50133 0.1073
H 0.83308 -3.67165 4.81626 0.1201
H -0.42146 -3.03253 2.12225 0.1290
H -0.87657 -2.45428 3.75964 0.1310
O 0.54082 -6.56687 1.26395 0.1062
C -0.16386 -6.26785 0.33446 -0.4798
O -1.48677 -6.57386 0.25403 0.0287
C -1.99151 -6.16909 -1.02401 -0.1652
C -1.03461 -5.10607 -1.51122 -0.1616
C 0.28231 -5.55383 -0.91285 -0.0817
H -2.01348 -7.04262 -1.68272 0.1262
H -3.00688 -5.78512 -0.91274 0.1279
H -1.01343 -5.01119 -2.59807 0.1191
H -1.31583 -4.13426 -1.09361 0.1238
H 0.80495 -6.26157 -1.56071 0.1338
H 0.92351 -4.70611 -0.67195 0.1276
O 3.26427 3.30617 -1.94372 0.1088
C 2.55762 3.59398 -2.87056 -0.4780
O 1.23670 3.27275 -2.94902 0.0050
C 0.72608 3.66744 -4.22550 -0.1691
C 1.67026 4.74009 -4.71796 -0.1699
C 2.99360 4.30942 -4.12098 -0.0864
H 0.71286 2.79163 -4.88199 0.1247
H -0.29367 4.04016 -4.11332 0.1265
H 1.68818 4.83197 -5.80565 0.1129
H 1.37865 5.70975 -4.30251 0.1227
H 3.52310 3.60581 -4.76785 0.1291
H 3.62541 5.16497 -3.88374 0.1270



64
Properties=species:S:1:pos:R:3:lowdin_charge:R:1 method="wB97M-V/def2-TZVPD" gap_ev=9.34 fmax_ev_per_a=11.296 lumo_energy_ev=2.54 total_charge=-1 energy_ev=-63378.5107
F 0.86676 0.00416 -1.25144 -0.5947
C -0.40064 0.38598 2.09178 -0.0573
C 1.15650 0.48163 2.03155 -0.2867
O 1.47420 -0.38090 3.11986 0.1389
C 0.43810 -1.07997 3.60407 -0.5485
O 0.40886 -2.03663 4.30322 0.1672
O -0.66522 -0.61375 2.96559 0.0307
F 1.47732 1.73749 2.26278 0.0908
H -0.98164 -0.18416 1.16279 0.1692
H -0.87766 1.20329 2.35208 0.0852
H 1.55237 0.28355 1.07158 0.1198
C 1.23717 -2.99959 -0.00389 -0.1104
C 2.33144 -2.98474 -0.92592 -0.3180
O 1.94519 -3.89896 -1.87346 0.1623
C 0.76328 -4.52899 -1.53273 -0.3350
O 0.15721 -5.52217 -2.17144 0.0277
O 0.26412 -3.89421 -0.42070 0.1105
F 3.49481 -3.40286 -0.32866 0.0418
H 0.75624 -2.23572 -0.01621 0.0066
H 1.65089 -2.94759 1.00781 0.1753
H 2.81941 -2.11162 -1.20700 0.1406
C 4.89781 1.61085 -1.28354 -0.1209
C 4.04733 0.70030 -2.14081 -0.2430
O 4.99777 -0.39796 -2.33558 0.1167
C 5.94953 -0.40296 -1.42080 -0.3960
O 6.75067 -1.41554 -1.08825 0.0225
O 5.81311 0.78965 -0.69800 0.0353
F 3.68374 1.20388 -3.35366 0.0884
H 4.24253 2.17812 -0.41741 0.1913
H 5.49990 2.31031 -1.74628 0.1100
H 3.30108 0.23481 -1.55292 0.1194
C 0.69698 3.12347 -2.29320 -0.0309
C 1.23568 3.32089 -0.90177 -0.5254
O 0.30798 3.95470 -0.27833 0.1703
C -0.55558 4.60715 -1.07551 -0.5851
O -1.30198 5.43473 -0.82408 0.2061
O -0.36070 4.09784 -2.32695 0.0426
F 2.29753 4.00349 -0.72758 0.1376
H 0.11076 2.13312 -2.50217 0.1638
H 1.46417 3.42155 -3.02752 0.1389
H 1.43760 2.33789 -0.39670 0.1520
C -4.44195 -4.06545 2.29457 -0.0586
O -4.13216 -2.97165 1.35843 -0.1872
C -2.78218 -2.57583 1.23500 -0.1561
C -2.53291 -1.65457 0.03599 -0.2385
O -3.02551 -0.44605 0.13473 -0.1031
C -2.65321 0.55944 -0.77367 -0.1765
C -3.51038 1.80538 -0.62308 -0.0949
O -3.28731 2.20382 0.77285 -0.2081
C -3.43106 3.57047 1.01360 -0.0836
H -5.57816 -4.12613 2.52850 0.1194
H -4.05393 -3.91479 3.21078 0.0173
H -3.74430 -4.82981 1.81234 0.1139
H -2.27972 -3.34197 1.20416 0.0196
H -2.36336 -2.06837 2.15401 0.1478
H -2.80309 -1.95431 -0.84936 0.0840
H -1.38229 -1.69456 -0.03077 0.1375
H -2.99682 0.27577 -1.68128 0.0816
H -1.53025 0.56948 -0.89564 0.1282
H -4.53245 1.65405 -0.75970 0.0981
H -3.04080 2.89000 -1.10170 0.1890
H -3.43813 3.75165 1.94545 0.0307
H -4.28715 3.78678 0.63975 0.0355
H -2.55753 4.05617 0.52442 0.0937